{"formula": "C4H30NO11S", "method": "ωB97M-V/def2-TZVPD", "species": ["C", "C", "C", "S", "N", "C", "O", "H", "H", "H", "H", "H", "H", "H", "H", "H", "H", "H", "H", "O", "H", "H", "O", "H", "H", "O", "H", "H", "O", "H", "H", "O", "H", "H", "O", "H", "H", "O", "H", "H", "O", "H", "H", "O", "H", "H", "O"], "positions_angstrom": [[0.779, 2.109, -1.157], [0.881, 0.603, -1.268], [-0.414, 0.100, -2.007], [-0.602, 0.619, -3.695], [1.067, 0.029, 0.048], [0.202, -1.100, 0.479], [-0.976, -0.609, 1.066], [1.654, 2.536, -0.752], [0.721, 2.732, -2.082], [-0.061, 2.391, -0.571], [1.969, 0.213, -1.678], [-0.518, -1.049, -2.053], [-1.471, 0.482, -1.602], [-0.410, 1.970, -3.824], [1.040, 0.740, 0.792], [-0.197, -1.786, -0.305], [0.505, -1.766, 1.302], [0.987, -4.224, -1.805], [1.049, -3.443, -0.618], [1.402, -4.320, -0.917], [1.470, -1.131, 2.789], [0.934, -0.200, 3.596], [1.559, -0.975, 3.742], [-0.705, 0.222, 2.135], [-1.359, 0.705, 3.553], [-0.706, 0.910, 3.003], [-2.933, -2.417, 1.126], [-2.152, -1.296, 1.896], [-2.919, -2.080, 1.944], [-1.967, 1.625, 1.402], [-2.768, 0.668, 0.812], [-2.865, 1.453, 1.275], [-2.209, -3.085, -2.681], [-1.460, -2.735, -1.280], [-1.340, -3.241, -2.211], [3.847, 1.636, -2.469], [3.786, 0.327, -1.664], [4.391, 0.945, -2.190], [2.641, 2.273, 2.057], [2.611, 3.748, 1.925], [3.193, 3.065, 2.110], [-3.529, -1.506, -0.414], [-2.228, -1.016, 0.228], [-2.609, -1.406, -0.721], [-0.155, 4.126, 2.854], [-0.010, 2.481, 3.042], [0.168, 3.306, 2.499]], "forces_ev_per_angstrom": [[0.55, 0.64, -1.57], [1.32, -1.07, -1.17], [-1.62, -0.12, 1.08], [0.40, -0.10, -2.26], [-0.73, -1.62, 2.21], [-1.74, 0.37, 0.62], [-0.44, 1.28, 0.29], [1.16, 0.27, 1.17], [-0.26, -1.11, 0.11], [-0.80, 0.11, 0.75], [-3.22, 1.29, -0.80], [0.30, 2.04, -0.28], [2.86, -0.88, 0.29], [-0.06, -0.68, 0.89], [-0.18, -0.48, -0.53], [1.29, 0.65, -0.11], [1.60, 0.15, -0.60], [0.42, -0.84, 0.39], [0.77, -1.06, 0.48], [-1.23, 1.88, -0.88], [0.94, -1.21, -0.05], [0.49, -0.48, 1.62], [-1.47, 1.77, -1.44], [-0.70, 0.49, 0.79], [-4.34, -1.48, 3.45], [5.19, 0.65, -3.87], [0.15, -2.22, -4.56], [-1.99, -3.05, 0.00], [1.59, 4.22, 5.38], [2.33, 1.06, 0.86], [-0.32, -2.41, -1.51], [-2.40, 1.83, 0.60], [1.52, -0.06, 1.06], [-0.45, -1.56, -3.24], [-1.11, 1.24, 1.84], [-1.49, 1.68, -0.65], [1.35, 1.42, -1.12], [0.32, -3.08, 1.78], [0.16, 0.23, 0.13], [-1.92, 1.99, -0.43], [1.79, -2.25, 0.36], [0.12, -0.15, -0.73], [0.60, -0.64, -2.84], [-0.67, 0.98, 2.84], [-0.34, -0.05, 0.64], [-0.45, 1.16, -0.57], [0.73, -0.86, -0.43]], "mulliken_charge": [-1.536, 1.101, -0.064, -0.280, 0.148, -0.020, -0.526, 0.412, 0.392, 0.325, -0.577, 0.142, 0.069, 0.109, 0.063, -1.311, 0.485, 0.323, 0.325, -0.706, 0.373, 0.391, -0.725, 0.316, 0.183, -0.605, 0.336, 0.571, -0.742, 0.323, 0.522, -0.706, 0.286, 0.456, -0.678, 0.307, 0.461, -0.625, 0.320, 0.310, -0.658, 0.362, 0.106, -0.697, 0.229, 0.336, -0.624], "total_charge": -1, "de_lowest_kj_mol": 523.87, "homo_lumo_gap_ev": 8.8, "spin_multiplicity": 1, "e_tot_ha": -1450.91425, "max_force_ev_per_a": 7.02}

=====

{"formula": "C5H30N2O8", "method": "ωB97M-V/def2-TZVPD", "species": ["C", "C", "C", "N", "C", "N", "C", "H", "H", "H", "H", "H", "H", "H", "H", "H", "H", "H", "H", "H", "H", "O", "H", "H", "O", "H", "H", "O", "H", "H", "O", "H", "H", "O", "H", "H", "O", "H", "H", "O", "H", "H", "O", "H", "H"], "positions_angstrom": [[1.099, -1.722, 2.702], [2.109, -1.075, 1.729], [2.328, 0.417, 1.762], [3.445, 0.848, 0.886], [1.037, 1.304, 1.672], [0.023, 0.846, 0.745], [0.386, 0.680, -0.658], [1.453, -1.595, 3.728], [0.063, -1.436, 2.546], [1.237, -2.797, 2.556], [3.032, -1.628, 1.910], [1.779, -1.319, 0.711], [2.778, 0.653, 2.740], [3.610, 1.828, 1.070], [3.181, 0.682, -0.078], [0.579, 1.278, 2.661], [1.460, 2.249, 1.329], [-0.481, 0.054, 1.117], [1.073, 1.447, -0.992], [0.840, -0.267, -0.955], [-0.596, 0.615, -1.132], [-0.926, -1.974, -2.248], [-0.658, -2.866, -2.012], [-0.159, -1.559, -2.704], [-1.055, -4.470, -0.551], [-1.852, -3.991, -0.307], [-0.455, -4.508, 0.195], [-2.213, -1.196, -0.216], [-2.749, -0.657, -0.820], [-1.622, -1.452, -1.032], [0.041, 3.668, -0.460], [-0.768, 3.400, 0.012], [-0.292, 4.455, -0.909], [-0.011, 2.089, -3.055], [-0.263, 2.557, -2.244], [0.290, 2.730, -3.704], [-3.127, -1.318, 2.392], [-2.745, -0.799, 1.667], [-3.264, -2.135, 1.899], [-2.502, 2.520, 0.089], [-2.015, 1.753, 0.426], [-2.798, 3.130, 0.765], [1.205, -0.566, -3.117], [0.808, 0.319, -3.031], [1.905, -0.589, -3.769]], "forces_ev_per_angstrom": [[1.13, -0.02, -0.15], [-0.57, -0.65, -0.60], [0.84, 0.81, 1.49], [-0.80, -0.98, -0.01], [1.04, -1.68, -0.53], [-0.04, 0.56, 0.19], [-0.73, -1.14, 0.77], [-0.46, 0.44, 0.11], [-0.07, -0.02, 0.27], [-0.52, -0.06, -0.15], [0.27, 0.41, -0.26], [0.15, -0.19, 0.03], [-0.45, -0.08, 0.20], [0.06, 0.09, -0.43], [0.21, 0.40, -0.17], [0.06, 0.64, 0.05], [-0.68, 0.51, 0.41], [0.12, -0.20, -0.27], [-0.43, 0.41, 0.00], [0.30, -0.17, 0.67], [0.36, 0.65, -0.76], [0.33, 0.01, -0.76], [0.04, -0.39, 0.14], [-0.17, -0.12, 0.21], [0.06, -0.11, -0.73], [0.12, 0.09, 0.38], [-0.18, 0.19, 0.28], [0.43, 0.25, -2.02], [-0.77, 0.25, 0.82], [0.03, -0.30, 1.57], [-0.48, 0.47, -0.21], [0.18, -0.51, -0.08], [0.35, 0.18, -0.04], [-0.05, -0.26, -0.39], [0.27, 0.14, -0.02], [-0.10, 0.18, 0.12], [0.16, 0.02, -0.35], [-0.04, 0.06, 0.23], [-0.15, -0.12, 0.28], [-0.10, 0.23, -1.02], [0.18, 0.26, 0.67], [0.00, -0.47, 0.56], [-0.17, -0.36, 0.15], [0.35, 0.24, -0.48], [-0.09, 0.34, -0.16]], "mulliken_charge": [-1.121, -0.496, 0.351, -0.737, -1.180, 0.378, -2.066, 0.296, 0.264, 0.377, 0.405, -0.119, 0.475, 0.307, 0.239, 0.472, 0.307, 0.107, 0.726, 0.584, 0.720, -0.608, 0.364, 0.316, -0.677, 0.313, 0.325, -0.619, 0.332, 0.228, -0.648, 0.303, 0.304, -0.625, 0.289, 0.278, -0.655, 0.334, 0.302, -0.759, 0.403, 0.305, -0.704, 0.350, 0.261], "smiles": "CC[C@@H](N)CNC.O.O.O.O.O.O.O.O", "total_charge": 0, "de_lowest_kj_mol": 214.33, "homo_lumo_gap_ev": 8.4, "spin_multiplicity": 1, "e_tot_ha": -919.90528, "max_force_ev_per_a": 2.08}

=====

{"formula": "C6H11OP", "method": "ωB97M-V/def2-TZVPD", "species": ["H", "P", "C", "C", "O", "C", "C", "C", "C", "H", "H", "H", "H", "H", "H", "H", "H", "H", "H"], "positions_angstrom": [[2.943, 0.013, -1.009], [1.909, 0.323, -1.994], [0.710, 0.356, -0.848], [1.291, 0.341, 0.944], [2.264, -0.676, 1.031], [-0.022, 0.128, 1.610], [-1.141, 0.753, 0.631], [-0.728, 0.453, -0.860], [-1.457, -0.864, -1.267], [1.662, 1.369, 0.968], [1.870, -1.449, 0.615], [-0.005, 0.588, 2.524], [-0.149, -0.981, 1.735], [-2.058, 0.298, 0.823], [-1.450, 1.857, 0.637], [-0.937, 1.224, -1.470], [-0.795, -1.331, -1.972], [-2.406, -0.946, -1.672], [-1.500, -1.456, -0.427]], "forces_ev_per_angstrom": [[-0.34, 0.42, -0.67], [0.20, -0.41, 0.28], [3.03, -0.56, 3.01], [-0.93, -0.66, -4.81], [-0.22, 1.15, 0.76], [-0.95, -0.62, -2.91], [1.04, 1.49, -0.49], [-1.33, -2.47, 2.97], [2.96, 0.91, -1.02], [0.54, -0.51, 0.60], [0.02, -0.12, 0.00], [-0.36, 0.99, 2.51], [-0.29, 0.97, -0.11], [-1.60, -1.00, 0.42], [1.29, -1.17, 0.88], [-1.41, 2.75, -2.15], [0.21, -0.63, -0.45], [-2.06, 1.10, -0.87], [0.19, -1.63, 2.05]], "mulliken_charge": [0.006, -0.094, -0.035, -0.375, -0.542, -0.511, -0.975, 0.101, -1.580, 0.458, 0.394, 0.397, 0.208, 0.439, 0.306, 0.589, 0.388, 0.406, 0.422], "smiles": "[H]/P=C1\\[C@H](O)CC[C@@H]1C", "total_charge": 0, "de_lowest_kj_mol": 353.84, "homo_lumo_gap_ev": 9.1, "spin_multiplicity": 1, "e_tot_ha": -651.68576, "max_force_ev_per_a": 4.94}